The following is a quantum chemistry calculation of C18H28N2O3 in the gas phase, from the OMol25 dataset.

```
! wB97M-V def2-TZVPD RIJCOSX def2/J DEFGRID3
* xyz 0 1
C -0.46014 2.57822 4.21856
C 0.16221 1.28289 3.70340
C -0.91917 0.29185 3.27542
C 1.18891 1.54111 2.59219
C 0.64378 2.28023 1.35805
C 1.08324 3.76815 1.32518
O 2.35392 4.02225 1.83422
N 0.99441 1.58852 0.11060
C -0.06807 0.97063 -0.65414
C -0.07933 -0.55860 -0.56610
N 0.80704 -1.15672 -1.54408
C 0.53150 -2.57654 -1.70680
C -0.82249 -2.79537 -2.32672
C -1.19038 -2.06811 -3.45428
C -2.41966 -2.25508 -4.04953
C -3.31046 -3.18898 -3.52635
O -4.51272 -3.34933 -4.14268
C -2.95104 -3.91994 -2.40186
C -1.71714 -3.71827 -1.80806
C 2.20356 -0.89263 -1.25991
C 2.56669 0.58146 -1.46646
C 2.28505 1.44049 -0.25018
O 3.21026 1.95637 0.36103
H -1.11844 3.02134 3.47486
H 0.31598 3.29807 4.46441
H -1.04739 2.38386 5.11356
H 0.71743 0.82738 4.53196
H -0.47382 -0.64861 2.95731
H -1.58830 0.08531 4.10776
H -1.51663 0.68285 2.45475
H 2.01020 2.12782 3.00813
H 1.60584 0.58307 2.27489
H -0.44704 2.28346 1.38915
H 0.39399 4.35076 1.94274
H 0.99481 4.12255 0.28466
H 2.96614 3.40983 1.37818
H -1.01761 1.35287 -0.27778
H 0.00831 1.25441 -1.70769
H -1.09011 -0.91009 -0.78604
H 0.17632 -0.86537 0.46403
H 1.29340 -2.98638 -2.37806
H 0.59994 -3.12217 -0.74890
H -0.49771 -1.34462 -3.85491
H -2.71200 -1.69437 -4.92293
H -5.02652 -4.02769 -3.68819
H -3.63871 -4.64673 -1.98915
H -1.45156 -4.29243 -0.93180
H 2.79760 -1.48790 -1.95811
H 2.48389 -1.19928 -0.23522
H 2.04164 0.96103 -2.34360
H 3.64038 0.65844 -1.64551
*
```

Output
Calculated total energy (eV): -28243.57611
SMILES: CC(C)C[C@@H](CO)N1CCN(Cc2ccc(O)cc2)CCC1=O
Energy relative to the best compared isomer or geometry (same formula, charge and spin) (kJ/mol): 100.3
Highest occupied orbital energy (eV): -8.65